No. 1
The following is a DFT calculation (ωB97M-V with the def2-TZVPD basis set) of the ion C5H6N with charge +1.

For the total energy, the calculation gives -248.4559 a.u. For the relative energy (zero: lowest compared OMol25 entry of this formula, charge and spin), the calculation gives 100.26 kcal per mole. The orbital gap is 8.9 eV. As for the HOMO energy: -13.8 eV. Its SMILES is C#[N+]CC1=CC1. The total charge is +1.

Last columns: bonded neighbours and bond lengths (Å).
Positions of all 12 atoms, in Å:
1 C 0.140 -2.137 -1.680  N6 1.144, H7 1.062
2 C 0.215 1.115 1.394  C4 1.517, C5 1.500, H8 1.080, H9 1.082
3 C -0.850 0.066 -1.054  C5 1.485, N6 1.373, H10 1.096, H11 1.099
4 C 1.011 -0.056 0.849  C2 1.517, C5 1.297, H12 1.061
5 C -0.001 0.329 0.135  C2 1.500, C3 1.485, C4 1.297
6 N -0.425 -1.155 -1.518  C1 1.144, C3 1.373
7 H 0.621 -3.069 -1.849  C1 1.062
8 H 0.610 2.118 1.325  C2 1.080
9 H -0.435 0.949 2.243  C2 1.082
10 H -1.913 0.018 -0.791  C3 1.096
11 H -0.724 0.826 -1.838  C3 1.099
12 H 1.828 -0.702 1.050  C4 1.061


No. 2
The following is a DFT calculation (ωB97M-V with the def2-TZVPD basis set) of an isolated molecule of C6H9N3O2S.

For the total energy, the calculation gives -946.8237 a.u. For the relative energy (zero: lowest compared OMol25 entry of this formula, charge and spin), the calculation gives 104.21 kcal per mole. The orbital gap is 8.4 eV. As for the HOMO energy: -8.0 eV. Its SMILES is NNc1ccccc1S(N)(=O)=O.

Last columns: bonded neighbours and bond lengths (Å).
Positions of all 21 atoms, in Å:
1 C -0.307 -0.995 -0.531  C2 1.385, C6 1.431, N17 1.332
2 C 0.083 -2.308 -0.738  C1 1.385, C3 1.443, H10 1.141
3 C 1.480 -2.659 -0.660  C2 1.443, C4 1.461, H11 1.091
4 C 2.350 -1.798 0.138  C3 1.461, C5 1.406, H12 1.029
5 C 1.949 -0.471 0.372  C4 1.406, C6 1.401, H13 1.124
6 C 0.652 -0.082 0.012  C1 1.431, C5 1.401, S21 1.880
7 H -2.720 -1.369 -2.212  N16 0.965
8 H -3.448 -1.277 -0.854  N16 1.078
9 H -2.069 0.369 -0.525  N17 1.131
10 H -0.766 -2.962 -1.130  C2 1.141
11 H 1.602 -3.699 -0.968  C3 1.091
12 H 3.273 -2.197 0.351  C4 1.029
13 H 2.651 0.042 1.086  C5 1.124
14 H -1.329 2.121 1.754  N18 1.024
15 H -0.074 1.791 2.804  N18 1.192
16 N -2.509 -1.574 -1.293  H7 0.965, H8 1.078, N17 1.478
17 N -1.523 -0.561 -0.861  C1 1.332, H9 1.131, N16 1.478
18 N -0.743 1.304 1.946  H14 1.024, H15 1.192, S21 1.638
19 O -1.188 2.003 -0.335  S21 1.509
20 O 1.085 2.645 0.505  S21 1.508
21 S -0.007 1.606 0.515  C6 1.880, N18 1.638, O19 1.509, O20 1.508


No. 3
The following is a DFT calculation (ωB97M-V with the def2-TZVPD basis set) of a cluster of 2 separate species, C5H12O2 in total.

For the total energy, the calculation gives -348.1426 a.u. For the relative energy (zero: lowest compared OMol25 entry of this formula, charge and spin), the calculation gives 39.06 kcal per mole. The orbital gap is 10.5 eV. As for the HOMO energy: -9.8 eV. Its SMILES is C=C[C@@H](C)O.CO.

Last columns: bonded neighbours and bond lengths (Å).
Positions of all 19 atoms, in Å:
1 C 2.112 -1.281 0.982  O4 1.407, H8 1.103, H9 1.093, H10 1.101
2 C 0.341 1.720 0.962  C3 1.327, H11 1.086, H12 1.086
3 C -0.216 1.489 -0.221  C2 1.327, C5 1.507, H13 1.090
4 O 1.062 -1.669 0.128  C1 1.407, H14 0.971
5 C -1.371 0.550 -0.449  C3 1.507, C6 1.525, O7 1.429, H15 1.103
6 C -1.237 -0.217 -1.761  C5 1.525, H16 1.095, H17 1.097, H18 1.095
7 O -1.425 -0.344 0.665  C5 1.429, H19 0.966
8 H 2.078 -1.807 1.950  C1 1.103
9 H 3.048 -1.545 0.481  C1 1.093
10 H 2.119 -0.196 1.173  C1 1.101
11 H -0.015 1.227 1.862  C2 1.086
12 H 1.189 2.390 1.069  C2 1.086
13 H 0.167 1.991 -1.109  C3 1.090
14 H 0.242 -1.284 0.480  O4 0.971
15 H -2.303 1.141 -0.470  C5 1.103
16 H -0.335 -0.838 -1.739  C6 1.095
17 H -2.111 -0.858 -1.928  C6 1.097
18 H -1.174 0.474 -2.608  C6 1.095
19 H -2.171 -0.942 0.532  O7 0.966